Record 1
Formula: C10H28Ba2LiN3O7
Source: the OMol25 dataset
Level of theory: wB97M-V/def2-TZVPD

* frontier orbital gap: 1.0165 eV
* charge: +4
* LUMO level: -12.64 eV
* 2S+1: 1

Each line ends with the natural charge from an NBO analysis.
Atoms and positions in Å:
Li  -6.1531  5.4632  -0.0902  1.00
Ba  -4.8032  -1.4435  -6.2942  1.99
Ba  -0.8080  7.5385  -7.3366  2.00
N  -2.3821  3.0832  -2.6592  0.72
O  -2.4620  1.9784  -3.1919  -0.57
O  -3.1860  3.3713  -1.7184  -0.58
O  -1.6951  3.9352  -3.2266  -0.56
C  -3.0083  -0.1718  3.9306  -0.63
C  -1.5955  -0.1528  4.5802  -0.07
C  -1.2251  1.1921  5.2218  -0.09
O  -1.5994  2.3772  4.5385  -0.53
C  -0.5832  2.6629  3.5677  -0.26
N  -1.3406  -1.2412  5.5686  -0.85
H  -3.1936  -1.1204  3.4267  0.22
H  -3.0249  0.5180  3.0868  0.19
H  -3.6586  0.3628  4.6229  0.22
H  -0.8798  -0.3727  3.7881  0.17
H  -0.2082  1.2894  5.6021  0.18
H  -1.8642  1.3775  6.0852  0.19
H  -0.9338  3.4712  2.9260  0.18
H  -0.2743  1.8245  2.9433  0.16
H  0.3832  2.9109  4.0068  0.18
H  -1.0679  -0.9720  6.5031  0.37
H  -0.6079  -1.8662  5.2642  0.36
C  6.0554  -0.7119  -0.9240  -0.63
C  4.6394  -0.4099  -1.1350  -0.07
C  4.4614  1.0469  -1.7793  -0.07
O  5.2534  2.0009  -1.0559  -0.54
C  5.3087  3.2423  -1.7067  -0.25
N  4.1058  -1.3548  -2.0630  -0.80
H  6.6302  -0.0377  -0.2890  0.24
H  6.5751  -0.6698  -1.8812  0.20
H  6.1131  -1.7832  -0.7312  0.23
H  4.1255  -0.2948  -0.1807  0.19
H  3.4248  1.3057  -1.9951  0.15
H  4.9593  0.9690  -2.7458  0.14
H  4.3373  3.7314  -1.7786  0.15
H  5.8293  3.2008  -2.6635  0.16
H  6.0207  3.8276  -1.1247  0.21
H  3.1004  -1.2779  -2.1202  0.34
H  4.4480  -0.9347  -2.9154  0.34
C  -4.5032  -4.4619  -1.9201  -0.10
C  -3.3117  -5.2000  -2.4434  -0.09
O  -2.7092  -4.5513  -3.4739  -0.75
O  -5.4277  -4.4415  -2.9428  -0.74
H  -4.1163  -3.4584  -1.7432  0.15
H  -4.9003  -4.9839  -1.0495  0.20
H  -3.5728  -6.1660  -2.8757  0.18
H  -2.5416  -5.2611  -1.6744  0.18
H  -1.9061  -5.0770  -3.4908  0.49
H  -6.2274  -4.2644  -2.4421  0.48

Record 2
Formula: C6H14NO
Source: the OMol25 dataset
Level of theory: wB97M-V/def2-TZVPD

* ΔE to the lowest compared entry with this formula, charge and spin: 49.4 kcal/mol
* frontier orbital gap: 11.9436 eV
* charge: +1
* SMILES: C[NH+](C)[C@@H](O)C1CC1
* LUMO level: -2.85 eV
* 2S+1: 1

Each line ends with the natural charge from an NBO analysis.
Atoms and positions in Å:
C  -1.9754  -0.9704  0.2017  -0.43
C  -2.6847  0.3611  0.0610  -0.37
C  -1.2972  0.2379  -0.3851  -0.32
C  2.2942  0.0207  0.9188  -0.45
C  1.2878  -0.6313  -1.1773  -0.42
C  -0.0944  0.7373  0.3208  0.28
N  1.0350  -0.3890  0.3133  -0.37
O  0.4877  1.8776  -0.1874  -0.69
H  -1.7744  -1.2182  1.2792  0.21
H  -2.1406  -1.8840  -0.2512  0.24
H  -3.3556  0.4749  -0.7443  0.24
H  -3.0174  0.8835  0.9210  0.24
H  -1.2817  0.1472  -1.5275  0.24
H  2.5344  0.9987  0.4159  0.25
H  2.0828  0.2474  2.0156  0.23
H  3.0941  -0.7236  0.9463  0.25
H  1.2275  0.4110  -1.6061  0.24
H  2.3022  -0.9533  -1.2368  0.23
H  0.6959  -1.4911  -1.4674  0.25
H  -0.4087  0.9285  1.4016  0.22
H  0.8238  -1.1955  0.8886  0.44
H  0.1647  2.1305  -1.1006  0.51

Record 3
Formula: CH3Cl3NP
Source: the OMol25 dataset
Level of theory: wB97M-V/def2-TZVPD

* ΔE to the lowest compared entry with this formula, charge and spin: 0.0 kcal/mol
* frontier orbital gap: 9.2957 eV
* SMILES: CN=P(Cl)(Cl)Cl
* LUMO level: -0.07 eV
* 2S+1: 1

Each line ends with the natural charge from an NBO analysis.
Atoms and positions in Å:
C  -1.2825  0.6164  0.5373  -0.44
N  -0.6037  -0.4950  -0.0434  -0.94
P  0.9644  -0.5034  -0.4320  1.45
Cl  1.2254  -2.3564  -1.2365  -0.21
Cl  1.7511  0.6076  -1.8704  -0.21
Cl  2.4909  -0.3148  0.9483  -0.25
H  -1.0817  1.6681  0.1481  0.19
H  -1.1842  0.3818  1.5671  0.20
H  -2.2796  0.3957  0.3815  0.20